Formula: C7H15N3PS
Source: the OMol25 dataset
Level of theory: wB97M-V/def2-TZVPD

Cartesian coordinates (Å):
C (-4.9044, 0.1819, 0.3257)
C (-4.6877, 1.0154, -0.8410)
C (2.9866, 2.0976, -0.5467)
C (2.3682, 2.3231, 0.7707)
C (-0.1238, -2.1378, -0.0120)
C (0.6925, -1.7850, 1.1632)
C (2.2019, -1.7554, -0.8261)
N (-3.6465, 0.4369, -0.4515)
N (2.1063, 1.1038, 0.0414)
N (1.0197, -1.2594, -0.1455)
P (0.6881, 0.5751, -0.6599)
S (-0.7027, 1.1344, 0.7775)
H (-4.9810, 0.6406, 1.3017)
H (-5.3619, -0.7912, 0.2196)
H (-1.8228, 0.8454, 0.0645)
H (-5.0865, 1.6750, -1.5729)
H (2.6294, 2.6607, -1.3997)
H (4.0308, 1.8134, -0.6038)
H (2.9644, 2.1881, 1.6634)
H (1.5707, 3.0473, 0.8755)
H (-0.0392, -3.1203, -0.4548)
H (-1.0974, -1.6797, -0.1393)
H (0.3002, -1.0730, 1.8785)
H (1.3791, -2.5080, 1.5833)
H (2.0789, -1.6322, -1.9025)
H (3.0717, -1.1855, -0.5014)
H (2.3653, -2.8110, -0.6079)

Cartesian forces (eV/Å) of the 2 atoms listed first:
C -0.50 0.02 0.22
C 0.24 -0.79 0.79

## Properties
total charge = +1
HOMO = -0.476 Ha
spin multiplicity = 1
ΔE to the lowest compared entry with this formula, charge and spin = 0.00 kJ/mol
orbital gap = 10.44 eV
LUMO level = -2.5 eV